# 1
Computed, not measured: C2H3N in the gas phase at a distorted geometry, with ωB97M-V/def2-TZVPD.

```
6
Properties=species:S:1:pos:R:3:forces:R:3:mulliken_charge:R:1
C -10.94636 -11.32230 -24.00619 -0.2 0.5 0.0 -0.64
C -12.19959 -11.69708 -23.43368 -3.6 -2.0 1.0 0.27
N -13.24420 -12.02256 -23.02299 2.2 0.8 -0.7 -0.37
H -10.15938 -11.77512 -23.40310 0.3 0.5 -0.2 0.25
H -11.06864 -10.24243 -23.92239 1.2 0.3 -0.2 0.23
H -10.89506 -11.60162 -25.05855 0.1 -0.1 0.1 0.26
```
Forces are in eV/Å.

Values from the calculation:
electronic energy = -132.7439 Ha
SMILES string = CC#N
highest occupied orbital energy = -11.6 eV
LUMO = 0.797 eV
frontier orbital gap = 12.36 eV

# 2
Computed, not measured: a molecular structure, C46H45CoGeN8O3 at a distorted geometry, with ωB97M-V/def2-TZVPD.

```
104
Properties=species:S:1:pos:R:3:forces:R:3:lowdin_spin:R:1
Co 0.94903 -0.86381 1.40085 0.0 -0.4 0.9 2.30
O 3.29323 0.35589 4.62215 -0.2 0.1 -0.1 0.07
C 2.39363 0.44269 3.80695 0.4 0.2 0.5 0.03
N 1.68183 -0.61181 3.31795 -0.1 -0.9 -0.1 0.22
C 1.49063 -1.71331 4.08045 0.1 0.6 -0.4 0.11
C 1.47783 -1.74571 5.48375 0.0 -0.4 0.7 0.03
C 1.14003 -2.90891 6.13275 0.2 0.8 0.0 0.06
C 0.83313 -4.06801 5.41145 -0.1 -0.3 -0.7 0.09
C 0.86473 -4.07351 4.03705 0.0 -0.4 0.5 0.01
C 1.18413 -2.89581 3.34675 0.1 -0.1 -0.7 0.12
N 1.15263 -2.72721 1.99565 0.1 -0.5 0.7 0.15
C 1.26633 -3.80631 1.17235 0.2 -0.6 0.1 0.02
O 1.76333 -4.87471 1.47685 -0.1 0.1 -0.2 0.06
C 0.67983 -3.58941 -0.18125 -0.1 -0.4 -0.5 0.00
C 0.62993 -4.66301 -1.06655 0.1 0.2 0.1 0.00
C -0.00217 -4.48131 -2.28165 0.0 0.2 0.0 0.00
C -0.57007 -3.24461 -2.55385 0.1 0.0 0.0 0.00
C -0.44597 -2.23011 -1.61575 0.0 -0.1 -0.3 0.00
N 0.17013 -2.39091 -0.45295 0.0 -0.1 0.3 0.04
C 1.94093 1.75899 3.27715 0.1 0.6 0.2 0.00
C 2.44113 2.92819 3.84775 0.0 -0.3 -0.2 0.00
C 1.87273 4.13009 3.47425 -0.1 0.0 -0.1 0.00
C 0.84123 4.11579 2.54575 0.1 0.0 0.0 0.00
C 0.45603 2.90199 1.99405 0.0 0.4 0.0 0.00
N 0.98863 1.74559 2.35055 0.0 -0.2 0.3 0.03
H 1.71823 -0.85531 6.04215 0.0 0.0 0.0 0.00
H 1.09533 -2.92711 7.21015 0.0 0.0 0.1 0.00
H 0.55333 -4.96871 5.93635 0.0 -0.1 0.0 0.00
H 0.63683 -4.97361 3.49035 0.0 0.0 0.0 0.00
H 1.08873 -5.59881 -0.78175 0.0 0.0 0.0 0.00
H -0.04997 -5.28221 -3.00215 0.0 -0.1 -0.1 0.00
H -1.08727 -3.06641 -3.48385 0.0 0.1 -0.1 0.00
H -0.84617 -1.24721 -1.82385 -0.1 0.1 0.0 0.00
H 3.24743 2.86529 4.56355 0.0 0.0 0.1 0.00
H 2.21543 5.06029 3.90055 0.0 0.1 0.1 0.00
H 0.34813 5.02969 2.25565 -0.1 0.1 -0.1 0.00
H -0.31887 2.86859 1.24035 -0.1 0.0 -0.1 0.00
C -9.89597 4.91709 -4.40515 0.0 0.2 -0.2 0.00
O -9.83447 3.94509 -3.38455 0.0 -0.3 0.3 0.00
C -8.63927 3.51959 -2.93805 0.3 -0.2 0.2 0.00
C -7.39817 3.96749 -3.39565 -0.4 0.2 -0.2 0.00
C -6.23547 3.45619 -2.85405 0.0 -0.3 0.4 0.00
C -6.26977 2.49039 -1.84635 -0.6 0.4 -0.4 0.00
C -7.51857 2.04069 -1.39605 0.2 0.1 -0.1 0.00
C -8.67647 2.54499 -1.93015 -0.2 0.2 -0.2 0.00
C -5.07437 1.94289 -1.25835 0.4 -0.3 0.3 0.00
N -5.04787 1.01889 -0.31805 -0.5 0.0 0.0 0.00
C -3.74217 0.77929 -0.05815 0.8 0.8 -0.8 0.00
C -2.93387 1.58189 -0.87895 -0.5 -0.7 0.8 0.00
N -3.80697 2.31819 -1.62445 -0.2 0.1 -0.1 0.00
C -1.52327 1.52209 -0.88375 0.3 -0.2 0.2 0.00
C -0.68387 2.27699 -1.71615 0.3 -0.3 0.2 0.00
C 0.67403 2.07799 -1.63325 -0.4 0.2 -0.1 0.00
C 1.17303 1.13069 -0.74555 0.1 -0.1 0.0 0.00
N 0.40893 0.41199 0.06625 -0.1 1.1 -1.5 0.00
C -0.93087 0.60579 0.02585 0.0 0.5 -0.5 0.00
C -1.74127 -0.14781 0.93795 -0.8 -0.3 0.4 0.00
N -1.07937 -0.90321 1.83855 -0.4 0.1 0.1 0.04
C -1.77097 -1.62451 2.69855 0.1 0.0 0.0 0.00
C -3.16677 -1.66261 2.70655 -0.2 0.2 -0.2 0.00
C -3.86907 -0.89191 1.80665 0.3 -0.2 0.1 0.00
C -3.15587 -0.09811 0.89945 0.7 0.0 0.0 0.00
H -10.95657 5.07869 -4.58785 0.1 0.0 0.0 0.00
H -9.42017 4.56369 -5.32445 0.0 0.0 0.0 0.00
H -9.43647 5.85859 -4.09105 0.0 0.0 0.0 0.00
H -7.32957 4.71239 -4.17415 0.0 0.0 0.0 0.00
H -5.29387 3.82619 -3.23565 0.1 0.1 -0.1 0.00
H -7.54497 1.29149 -0.62245 -0.1 -0.1 0.1 0.00
H -9.64417 2.20819 -1.59525 -0.1 -0.1 0.1 0.00
H -3.57307 3.02459 -2.30085 -0.1 -0.1 0.0 0.00
H -1.09017 2.99449 -2.41165 -0.1 0.1 -0.1 0.00
H 1.34703 2.64639 -2.25355 0.2 0.0 0.0 0.00
H 2.23793 0.96139 -0.70685 0.0 -0.1 0.1 0.00
H -1.20767 -2.21011 3.41475 0.0 0.0 0.0 0.00
H -3.67647 -2.29121 3.41835 0.0 0.0 0.1 0.00
H -4.94707 -0.88121 1.78255 -0.1 0.0 0.0 0.00
C 5.90123 1.74719 -1.57955 0.1 -0.3 0.0 0.00
C 6.23973 0.42689 -0.89485 0.0 0.1 0.2 0.00
C 5.90273 0.36699 0.59535 0.0 -0.1 -0.1 -0.02
C 4.43163 0.51729 0.98105 -0.7 -0.4 -0.1 -0.05
Ge 3.26203 -1.11801 0.60645 1.2 0.5 -0.7 -0.23
C 3.25583 -1.56491 -1.38705 -0.1 0.3 0.7 -0.05
C 4.05233 -2.82531 -1.69055 -0.2 -0.1 -0.1 -0.01
C 3.98593 -3.19731 -3.17565 0.2 0.1 0.2 0.00
C 4.71783 -2.20071 -4.06945 -0.2 -0.2 0.1 0.00
H 6.26513 1.72979 -2.60485 0.0 0.1 -0.1 0.00
H 6.37853 2.58169 -1.07105 0.0 0.1 0.1 0.00
H 4.82853 1.92739 -1.60725 -0.2 0.1 0.0 0.00
H 7.31663 0.26599 -0.98975 0.0 -0.1 -0.1 0.00
H 5.73983 -0.39081 -1.41425 0.1 -0.1 -0.1 0.00
H 6.45533 1.16659 1.09625 0.1 0.0 0.1 0.00
H 6.27363 -0.57941 0.99585 0.1 0.0 0.1 0.00
H 4.00393 1.40859 0.52225 -0.1 0.1 0.0 0.00
H 4.38143 0.66559 2.05975 -0.1 0.0 0.1 0.00
H 4.01893 -2.27921 1.27795 -0.2 -0.1 0.1 -0.02
H 3.68633 -0.71271 -1.91185 0.0 0.2 0.0 0.00
H 2.23823 -1.68191 -1.75685 -0.1 0.0 0.0 0.00
H 3.66193 -3.65401 -1.09475 0.1 0.0 0.1 0.00
H 5.09803 -2.68391 -1.40515 0.0 -0.1 0.1 0.00
H 2.93743 -3.26391 -3.47985 0.0 -0.1 0.0 0.00
H 4.43373 -4.18411 -3.30735 -0.1 -0.1 0.0 0.00
H 4.19933 -1.24601 -4.10565 0.0 0.2 0.0 0.00
H 4.78673 -2.58581 -5.08285 0.0 0.1 -0.1 0.00
H 5.72713 -2.03521 -3.70095 0.2 0.1 0.0 0.00
```
Forces are in eV/Å.

Values from the calculation:
charge = +1
⟨S²⟩ = 4.153
spin multiplicity = 4
electronic energy = -5903.2526 Ha
highest occupied orbital energy (alpha / beta) = -10.1 / -10.1 eV
LUMO (alpha / beta) = -3.206 / -4.327 eV
frontier orbital gap (alpha / beta) = 6.86 / 5.76 eV

# 3
Computed, not measured: a molecular structure, C2H7N2OP at a distorted geometry, with ωB97M-V/def2-TZVPD.

```
13
Properties=species:S:1:pos:R:3:forces:R:3:mulliken_charge:R:1
C -0.48123 1.36446 -0.75185 -2.7 -0.8 -0.1 0.52
C -0.50334 -0.99933 0.25234 -3.6 -0.5 -1.3 -0.59
N -0.81520 0.25859 -0.41673 1.0 0.4 -0.2 -0.19
N 1.28486 3.46361 1.63800 1.3 -0.9 -2.1 -0.48
O -0.62415 2.46969 -1.16695 1.2 -0.4 0.2 -0.52
P 0.75029 4.09786 0.30870 -0.1 0.7 0.9 0.19
H -0.26573 -1.75841 -0.51082 1.0 0.5 0.5 0.28
H 0.17133 -0.71967 1.01645 0.7 -0.8 0.9 0.30
H -1.54523 -1.47572 0.59982 2.3 1.5 0.0 0.22
H 0.92704 -2.77790 2.79697 0.8 0.4 -0.8 0.06
H 0.90881 3.80207 2.45618 -1.5 0.9 2.2 0.23
H 1.68860 3.47304 -0.48976 0.4 -0.4 -0.9 0.03
H 1.44221 -2.52430 2.27351 -0.8 -0.4 0.8 -0.06
```
Forces are in eV/Å.

Values from the calculation:
electronic energy = -606.3930 Ha
highest occupied orbital energy = -8.8 eV
LUMO = 0.481 eV
frontier orbital gap = 9.28 eV